Entry from the Open Molecules 2025 dataset: an isolated molecule of C7H14 (ωB97M-V/def2-TZVPD).

calculated total energy: -274.9829 a.u.
E_HOMO: -8.1 eV
gap between HOMO and LUMO: 8.4 eV

```
! RIJCOSX wB97M-V def2-TZVPD def2/J DEFGRID3
* xyz 0 1
C 2.0765 -0.6303 -0.1792
C 0.8254 -1.2264 -0.8276
C -0.1529 0.7071 1.1649
C 0.3893 2.0446 0.8198
C -0.3289 -0.2442 -1.0724
C -1.1531 0.2549 0.1632
C -2.1226 -0.8080 0.6842
H 2.9062 -1.3451 -0.2115
H 2.4040 0.2804 -0.6985
H 1.8904 -0.3774 0.8716
H 1.1039 -1.6381 -1.8057
H 0.4771 -2.0757 -0.2269
H 1.4658 2.1108 1.0120
H -0.0719 2.6900 1.5858
H 0.1474 2.4667 -0.1720
H 0.0565 0.6287 -1.6143
H -1.0573 -0.7237 -1.7377
H -1.7378 1.1134 -0.2216
H -2.5998 -0.4712 1.6104
H -1.6060 -1.7473 0.9066
H -2.9122 -1.0091 -0.0513
*
```

Here are the Mulliken charges for atoms 1 to 5, given in e:
1. C -1.17
2. C -0.29
3. C -0.63
4. C -0.83
5. C -0.96